{"formula": "C6H6N", "method": "ωB97M-V/def2-TZVPD", "elements": ["N", "C", "C", "C", "C", "C", "C", "H", "H", "H", "H", "H", "H"], "coordinates": [[-1.92787, -0.35264, 0.15564], [-0.72140, -0.28685, -0.69529], [0.20728, 0.92744, -0.43409], [2.57650, 0.22718, 0.48552], [1.52177, 0.25580, -0.79383], [1.52759, -0.38459, 0.91287], [0.53503, -0.72438, -0.15372], [-2.33322, 0.54937, 0.34352], [3.49704, 0.69248, 0.66495], [-1.66632, -0.97630, 0.97885], [-0.78178, -0.58085, -1.73201], [0.36663, 1.43688, 0.60824], [-2.80125, -0.78355, -0.34064]], "forces_ev_per_a": [[-1.927, -2.729, -0.821], [0.362, 2.016, 0.040], [0.706, -0.217, 1.660], [-1.641, -0.762, -1.335], [-0.514, -1.524, 1.060], [-0.580, -0.060, 0.512], [3.493, 1.156, -0.554], [0.483, 0.843, 0.989], [0.811, 0.464, 0.160], [-0.911, 1.369, -0.727], [-0.820, -0.005, -0.080], [-1.583, -0.712, -1.700], [2.122, 0.162, 0.795]], "lowdin_charge": [0.24, -0.21, 0.01, 0.06, 0.01, 0.00, -0.14, 0.17, 0.09, 0.22, 0.17, 0.15, 0.23], "spin_multiplicity": 1, "e_homo_ev": -12.73, "charge": 1, "smiles": "[NH3+][C@H]1[C@H]2[C@@]13C1=C[C@@]123", "largest_force_ev_per_a": 3.72, "orbital_gap_ev": 8.35, "total_energy_ha": -286.3683, "de_lowest_ev": 7.263}


{"formula": "C6H6N", "method": "ωB97M-V/def2-TZVPD", "elements": ["N", "C", "C", "C", "C", "C", "C", "H", "H", "H", "H", "H", "H"], "coordinates": [[-1.28061, -0.27307, -0.64922], [2.03910, -0.67252, 0.91165], [2.05049, 0.71345, 0.88599], [1.07731, -1.32378, 0.36848], [-2.25279, -1.09819, -1.00002], [0.65328, 0.90450, 0.21697], [0.02763, -0.36105, -0.04376], [1.80572, 1.24430, 1.83892], [0.09361, 1.76374, -0.01980], [-2.22557, -2.02470, -0.49652], [2.79815, 1.30525, 0.32663], [-1.61434, 0.67306, -0.86629], [-3.17198, -0.85098, -1.47304]], "forces_ev_per_a": [[-2.279, -0.759, -1.295], [-4.067, -5.593, -2.304], [-1.800, 4.389, -0.428], [2.224, 1.608, 1.603], [2.675, 0.409, 2.653], [-1.250, -3.258, -0.845], [2.399, 2.903, 1.137], [0.880, -0.447, -0.095], [-0.059, 1.667, -0.042], [0.364, -1.558, -0.303], [-0.039, -0.485, 0.445], [1.215, 0.136, -0.009], [-0.263, 0.986, -0.517]], "lowdin_charge": [0.08, 0.05, -0.15, 0.10, 0.22, 0.06, -0.16, 0.16, 0.09, 0.11, 0.15, 0.17, 0.12], "spin_multiplicity": 1, "e_homo_ev": [-13.53, -13.53], "charge": 1, "smiles": "C=[NH+]C1=CCC#C1", "largest_force_ev_per_a": 7.29, "orbital_gap_ev": [7.66, 7.66], "total_energy_ha": -286.4510, "de_lowest_ev": 5.015}


{"formula": "C6H6N", "method": "ωB97M-V/def2-TZVPD", "elements": ["N", "C", "C", "C", "C", "C", "C", "H", "H", "H", "H", "H", "H"], "coordinates": [[-0.59996, 0.84954, 0.10448], [-1.94918, 0.69232, -0.08754], [0.38595, 1.48907, 0.26832], [2.60182, 0.72467, -0.05282], [1.66921, 1.62107, 0.14612], [0.92849, -1.21369, -0.05697], [2.08557, -0.78102, -0.20747], [-2.32087, 1.67501, -0.37527], [3.64048, 0.68899, -0.12845], [2.96683, -1.36220, -0.21937], [-2.66293, 0.46967, 0.84404], [-1.94478, -0.17115, -0.75096], [-0.10881, -1.60906, 0.00977]], "forces_ev_per_a": [[2.313, -0.054, 1.752], [-3.111, -0.322, 1.635], [0.098, -0.732, -0.885], [-2.660, 0.668, 0.203], [1.949, 0.323, 0.331], [-2.744, -0.569, -0.206], [-0.110, 0.751, 0.719], [-0.410, -0.387, -1.031], [1.429, 0.585, -0.157], [0.762, -0.995, -0.271], [2.209, 0.094, -1.481], [-1.290, 0.458, -0.523], [1.564, 0.179, -0.085]], "lowdin_charge": [0.07, -0.05, -0.02, 0.02, 0.03, 0.28, -0.06, 0.11, 0.09, 0.14, 0.17, 0.10, 0.11], "spin_multiplicity": 1, "e_homo_ev": -13.71, "charge": 1, "largest_force_ev_per_a": 3.53, "orbital_gap_ev": 7.56, "total_energy_ha": -286.4442, "de_lowest_ev": 5.200}


{"formula": "C6H6N2", "method": "ωB97M-V/def2-TZVPD", "elements": ["N", "N", "C", "C", "C", "C", "C", "C", "H", "H", "H", "H", "H", "H"], "coordinates": [[0.05075, -0.33407, -0.02968], [3.62451, 2.38160, 2.67109], [0.75713, 0.00637, 1.00684], [1.79980, 0.95872, 1.06730], [-1.84173, -0.69673, -1.75064], [-2.42450, -1.26681, -2.70507], [2.60989, 1.64676, 2.05756], [-1.41266, -0.42884, -0.32585], [2.26261, 0.87576, -0.00812], [0.36828, -0.14117, -0.95063], [-1.74290, -1.03882, 0.63502], [-1.98975, 0.52242, -0.13449], [0.34608, -0.42909, 1.96612], [-2.40751, -2.05608, -3.49944]], "forces_ev_per_a": [[-1.606, -0.865, -5.074], [-10.324, -7.260, -5.936], [0.608, 2.364, 5.406], [0.481, -1.951, -2.755], [-1.243, -3.550, -1.119], [3.035, 0.716, 2.228], [9.058, 5.576, 4.758], [-1.529, 0.659, 3.573], [-0.465, 1.358, 1.880], [1.606, 0.661, -0.476], [-0.386, 0.186, -2.720], [1.108, -0.255, 0.166], [0.265, 0.847, -0.832], [-0.607, 1.515, 0.901]], "lowdin_charge": [-0.05, 0.04, -0.19, -0.16, -0.10, 0.10, -0.17, -0.19, 0.13, 0.11, 0.16, 0.12, 0.14, 0.06], "spin_multiplicity": 1, "e_homo_ev": -8.43, "smiles": "C#CCN/C=C/C#N", "largest_force_ev_per_a": 13.95, "orbital_gap_ev": 8.36, "total_energy_ha": -341.4579, "de_lowest_ev": 7.203}


{"formula": "C6H6N2", "method": "ωB97M-V/def2-TZVPD", "elements": ["N", "N", "C", "C", "C", "C", "C", "C", "H", "H", "H", "H", "H", "H"], "coordinates": [[2.95942, -1.65815, 1.94940], [0.34522, -0.80425, -0.09928], [2.77510, -0.84849, 0.98939], [1.56517, -1.42624, 1.97562], [1.28972, -1.26674, 0.65562], [-0.39100, -0.71962, -1.02753], [-1.30539, 1.59094, -0.60766], [-1.34159, 0.28599, -1.45677], [-0.26632, 1.78615, -0.64981], [-1.46973, 1.24680, 0.35941], [-2.39007, -0.11423, -1.65331], [1.10087, -1.05694, 2.85497], [-1.88398, 2.37126, -0.91796], [-0.98741, 0.61352, -2.37209]], "forces_ev_per_a": [[0.029, -0.873, 1.767], [0.771, -0.437, 0.552], [0.988, 1.667, -2.798], [-0.101, -1.906, 1.262], [-0.529, 0.520, -0.674], [-0.408, -0.309, -0.293], [1.676, -3.579, -0.283], [-2.588, 0.798, 0.587], [1.071, 1.097, 0.103], [-0.754, 0.135, 2.062], [1.444, 0.204, 0.390], [-0.485, 0.629, 0.593], [-1.625, 1.877, -0.859], [0.511, 0.177, -2.410]], "lowdin_charge": [0.07, 0.13, -0.04, -0.17, -0.21, 0.00, -0.06, -0.22, 0.07, 0.05, 0.14, 0.11, 0.05, 0.08], "spin_multiplicity": 1, "e_homo_ev": [-7.69, -7.65], "largest_force_ev_per_a": 3.96, "orbital_gap_ev": [7.27, 7.24], "total_energy_ha": -341.4620, "de_lowest_ev": 7.091}


{"formula": "C6H6N2O", "method": "ωB97M-V/def2-TZVPD", "elements": ["O", "N", "N", "C", "C", "C", "C", "C", "C", "H", "H", "H", "H", "H", "H"], "coordinates": [[-0.24220, 2.05888, 0.12383], [-0.27621, -0.85924, -2.02448], [1.06603, -2.88064, 1.47970], [0.77165, -1.80847, 1.21176], [-0.63905, 0.15684, 1.52281], [0.32915, -0.54262, 0.80919], [-0.99008, 1.43530, 1.07684], [0.71152, 1.39556, -0.61202], [0.96760, 0.08916, -0.27961], [1.67507, -0.39585, -0.83462], [-0.31856, -1.49724, -2.82189], [-1.53432, 2.04997, 1.65868], [-1.26973, -0.65918, -2.00793], [-1.14336, -0.43184, 2.26972], [0.89250, 1.88938, -1.57200]], "forces_ev_per_a": [[-0.710, 0.700, -0.072], [-0.653, -1.091, -0.791], [0.458, -1.053, 0.432], [-0.444, 0.040, -0.314], [-1.093, 1.448, -1.208], [1.106, 0.638, -0.747], [3.485, -3.827, -0.244], [-1.114, -1.236, 0.545], [-0.480, 2.586, 1.029], [1.626, -1.228, -1.115], [0.560, -0.229, -0.446], [-2.121, 2.188, 1.304], [-0.626, 0.609, 0.498], [-0.415, 0.617, 0.436], [0.422, -0.163, 0.695]], "lowdin_charge": [-0.02, 0.14, 0.16, -0.21, 0.00, -0.26, -0.05, -0.07, -0.11, 0.08, 0.00, 0.08, 0.00, 0.12, 0.13], "spin_multiplicity": 1, "e_homo_ev": [-6.91, -9.54], "largest_force_ev_per_a": 5.18, "orbital_gap_ev": [5.68, 9.00], "total_energy_ha": -416.7994, "de_lowest_ev": 4.742}


{"formula": "C6H6N2O", "method": "ωB97M-V/def2-TZVPD", "elements": ["O", "N", "N", "C", "C", "C", "C", "C", "C", "H", "H", "H", "H", "H", "H"], "coordinates": [[3.38657, -0.58705, -0.03597], [-0.29700, -0.64581, -0.03579], [2.75461, 0.44432, 0.16507], [1.60641, 0.92615, 0.19756], [0.25249, 0.60429, -0.00821], [-0.78164, 1.50248, -0.00496], [0.34861, -1.83945, 0.04815], [-1.97404, 0.71415, -0.19652], [-1.65600, -0.57774, -0.05531], [1.42886, -1.95175, -0.14450], [-0.83763, 2.53528, -0.04150], [-0.39999, -2.63334, 0.09036], [-3.05247, 0.94942, -0.20283], [1.55847, 1.99450, 0.40019], [-2.33725, -1.43546, -0.17574]], "forces_ev_per_a": [[-0.502, -0.028, 0.002], [0.834, -1.229, 0.266], [1.611, -0.899, -0.102], [-0.322, 2.589, 0.283], [-1.227, -0.938, 0.158], [-1.892, -1.794, -1.185], [0.226, -1.042, -0.127], [-1.540, 1.270, 1.319], [-0.549, -0.776, -1.192], [-0.952, 0.131, 0.230], [0.616, 1.779, 0.125], [0.959, -0.210, -0.034], [0.958, 0.649, -0.177], [0.883, 0.129, 0.152], [0.896, 0.370, 0.280]], "lowdin_charge": [0.02, -0.14, -0.05, -0.09, -0.24, -0.01, 0.09, -0.08, -0.11, 0.07, 0.09, 0.07, 0.11, 0.13, 0.14], "spin_multiplicity": 1, "e_homo_ev": [-8.49, -7.35], "largest_force_ev_per_a": 2.86, "orbital_gap_ev": [8.34, 6.91], "total_energy_ha": -416.7912, "de_lowest_ev": 4.966}


{"formula": "C6H6N2O", "method": "ωB97M-V/def2-TZVPD", "elements": ["O", "N", "N", "C", "C", "C", "C", "C", "C", "H", "H", "H", "H", "H", "H"], "coordinates": [[2.62990, -0.86326, 0.42342], [2.19808, -0.26689, 1.64236], [-2.19906, 0.94246, -0.14070], [0.16288, -0.34224, -0.82304], [0.03265, 0.20793, 0.42510], [-1.21430, 0.82371, 0.71516], [1.05634, 0.10432, 1.58793], [-0.88761, -0.19563, -1.68428], [-2.04620, 0.40563, -1.42877], [-2.82393, 0.53073, -2.19934], [-0.68469, -0.88668, -2.72471], [0.69042, 0.78098, 2.54322], [1.20953, -0.94950, -0.84453], [-1.53946, 0.99053, 1.79729], [3.41545, -1.28208, 0.71087]], "forces_ev_per_a": [[-0.976, 0.646, 0.364], [4.626, -2.052, -0.222], [-0.745, -0.472, -2.068], [3.710, -1.279, 1.988], [0.195, 0.217, 2.123], [-0.502, -0.817, 1.464], [-7.053, 4.735, 0.596], [2.253, -4.397, -5.559], [-0.818, 2.102, 2.422], [0.238, -0.060, 0.870], [-1.030, 2.381, 2.654], [0.943, -2.109, -2.204], [-3.116, 1.419, -1.224], [0.869, 0.364, -1.443], [1.406, -0.677, 0.240]], "lowdin_charge": [-0.07, 0.01, 0.06, -0.06, -0.17, -0.15, -0.15, -0.14, -0.13, 0.11, 0.17, 0.17, 0.15, 0.13, 0.07], "spin_multiplicity": 1, "e_homo_ev": -9.62, "smiles": "O/N=C\\c1cccnc1", "largest_force_ev_per_a": 8.52, "orbital_gap_ev": 10.01, "total_energy_ha": -416.8522, "de_lowest_ev": 3.306}